Record 1
Entry from the Open Molecules 2025 dataset: a molecular structure, CBrFN2O2 (the ωB97M-V functional and the def2-TZVPD basis).

Last column: natural (NBO) charge in e.
Atoms and positions in Å:
Br  -3.078  1.167  1.240  0.23
F  1.813  -1.980  0.700  -0.42
O  0.547  -0.102  1.000  -0.22
O  1.326  -0.622  -1.020  -0.17
N  -1.514  -0.516  -0.556  -0.35
N  1.106  -0.627  0.109  0.82
C  -2.122  0.074  0.187  0.12

Results
net charge	0
energy relative to the best compared isomer or geometry (same formula, charge and spin)	7.1	kcal/mol
E_LUMO	-0.2	eV
HOMO energy	-11.78	eV
HOMO-LUMO gap	11.5	eV
total energy	-80866.3351	eV


Record 2
Entry from the Open Molecules 2025 dataset: a molecular structure, CCl2F3N (the ωB97M-V functional and the def2-TZVPD basis).

Last column: natural (NBO) charge in e.
Atoms and positions in Å:
Cl  -0.417  0.054  -1.119  0.20
Cl  1.739  1.963  -0.422  0.06
F  -0.631  -1.357  1.365  -0.23
F  -0.596  2.130  0.283  -0.31
F  0.932  -1.957  0.115  -0.25
N  -0.435  -1.805  0.102  0.35
C  0.117  1.555  -0.656  0.18

Results
net charge	0
energy relative to the best compared isomer or geometry (same formula, charge and spin)	66.1	kcal/mol
E_LUMO (alpha / beta)	-0.4 / -0.7	eV
HOMO energy (alpha / beta)	-10.24 / -8.66	eV
HOMO-LUMO gap (alpha / beta)	9.8 / 7.9	eV
total energy	-35717.2611	eV


Record 3
Entry from the Open Molecules 2025 dataset: 2 unconnected molecules or ions with the total composition CCl2FNO (the ωB97M-V functional and the def2-TZVPD basis).

Last column: Mulliken spin population.
Atoms and positions in Å:
Cl  1.368  1.596  -0.464  0.09
Cl  1.695  -1.320  -0.585  0.09
F  0.986  -0.007  1.478  0.05
O  -1.848  0.022  -1.049  0.36
N  -1.514  -0.162  0.036  0.70
C  0.948  0.050  0.134  0.70

Results
net charge	0
energy relative to the best compared isomer or geometry (same formula, charge and spin)	3.0	kcal/mol
E_LUMO (alpha / beta)	0.0 / -1.3	eV
⟨S²⟩	2.006
HOMO energy (alpha / beta)	-8.55 / -11.97	eV
HOMO-LUMO gap (alpha / beta)	8.6 / 10.6	eV
total energy	-32332.6827	eV
multiplicity	3


Record 4
Entry from the Open Molecules 2025 dataset: 3 unconnected molecules or ions with the total composition CCl2N2O (the ωB97M-V functional and the def2-TZVPD basis).

Last column: natural (NBO) charge in e.
Atoms and positions in Å:
Cl  3.600  -0.855  -0.252  0.00
Cl  2.484  0.708  0.368  0.00
O  -1.365  2.037  -0.070  -0.50
N  -1.934  -1.897  -0.294  0.00
N  -2.330  -1.434  0.620  0.00
C  -0.456  1.442  -0.371  0.50

Results
net charge	0
energy relative to the best compared isomer or geometry (same formula, charge and spin)	0.0	kcal/mol
E_LUMO	-1.2	eV
HOMO energy	-10.92	eV
HOMO-LUMO gap	9.8	eV
total energy	-31109.0961	eV


Record 5
Entry from the Open Molecules 2025 dataset: 2 unconnected molecules or ions with the total composition CCl2NO2 (the ωB97M-V functional and the def2-TZVPD basis).

Last column: natural (NBO) charge in e.
Atoms and positions in Å:
Cl  -1.692  -1.419  0.329  -0.13
Cl  -2.018  1.382  -0.009  -0.05
O  1.864  -1.035  -0.270  -0.52
O  1.633  1.084  0.574  -0.53
N  -1.479  -0.033  -0.756  -0.81
C  1.691  0.021  0.133  1.04

Results
net charge	-1
energy relative to the best compared isomer or geometry (same formula, charge and spin)	8.8	kcal/mol
E_LUMO	3.5	eV
HOMO energy	-2.24	eV
HOMO-LUMO gap	5.7	eV
total energy	-31666.5877	eV


Record 6
Entry from the Open Molecules 2025 dataset: CCl2O2S in the gas phase (the ωB97M-V functional and the def2-TZVPD basis).

Last column: natural (NBO) charge in e.
Atoms and positions in Å:
Cl  2.101  -0.111  0.917  0.02
Cl  -1.844  0.998  -0.900  -0.21
S  -1.100  -0.754  -0.171  1.56
O  0.351  -0.202  -0.810  -0.78
O  -0.647  -0.614  1.187  -0.86
C  1.139  0.683  -0.223  0.26

Results
net charge	0
energy relative to the best compared isomer or geometry (same formula, charge and spin)	73.7	kcal/mol
E_LUMO	-1.1	eV
HOMO energy	-9.29	eV
HOMO-LUMO gap	8.2	eV
total energy	-41007.5779	eV


Record 7
Entry from the Open Molecules 2025 dataset: CCl3FS in the gas phase (the ωB97M-V functional and the def2-TZVPD basis).

Last column: natural (NBO) charge in e.
Atoms and positions in Å:
Cl  -0.763  -1.988  -0.042  0.06
Cl  2.017  1.517  -0.592  -0.13
Cl  -1.867  0.696  0.705  0.00
S  0.475  0.371  -1.412  0.24
F  0.548  -0.282  1.134  -0.32
C  -0.410  -0.314  0.208  0.17

Results
net charge	0
energy relative to the best compared isomer or geometry (same formula, charge and spin)	2.4	kcal/mol
E_LUMO	-0.7	eV
HOMO energy	-9.82	eV
HOMO-LUMO gap	9.1	eV
total energy	-52156.0974	eV


Record 8
Entry from the Open Molecules 2025 dataset: a molecular structure, CClF2O2S (the ωB97M-V functional and the def2-TZVPD basis).

Last column: natural (NBO) charge in e.
Atoms and positions in Å:
Cl  -0.224  -2.315  1.980  -0.53
S  0.650  0.029  -1.172  1.55
F  -0.420  0.458  1.394  -0.34
F  -1.678  -0.689  0.116  -0.35
O  2.037  0.158  -0.758  -0.97
O  -0.065  1.310  -1.238  -0.98
C  -0.420  -0.523  0.511  0.62

Results
net charge	-1
energy relative to the best compared isomer or geometry (same formula, charge and spin)	24.2	kcal/mol
E_LUMO	3.4	eV
HOMO energy	-4.93	eV
HOMO-LUMO gap	8.3	eV
total energy	-33925.0879	eV


What is the energy relative to the best compared isomer or geometry (same formula, charge and spin) in the fifth record?
8.8 kcal/mol


Which of these has the lowest energy relative to the best compared isomer or geometry (same formula, charge and spin)?
CCl2N2O


The highest energy relative to the best compared isomer or geometry (same formula, charge and spin) belongs to which entry?
CCl2O2S